*i*
Below is the molecule C3H2N2O2, with properties calculated with ωB97M-V/def2-TZVPD.

Atoms and positions in Å:
O -2.540 -0.639 -0.179
C -1.681 0.257 -0.040
C -0.272 0.055 -0.009
N 0.671 0.940 0.118
C 1.786 0.150 0.086
N 1.552 -1.133 -0.047
O 0.176 -1.207 -0.113
H -2.485 1.045 0.017
H 2.794 0.532 0.167

Summary:
HOMO-LUMO gap = 9.390 eV
HOMO level = -10.49 eV
molecular weight = 98.06 g mol⁻¹

***

*ii*
Below is the molecule C3H2N2O2, with properties calculated with ωB97M-V/def2-TZVPD.

Atoms and positions in Å:
N -2.211 1.224 0.555
C -1.351 0.829 -0.075
C -0.220 0.120 -0.614
C 0.257 -0.789 0.601
N 1.449 -0.559 0.728
O 2.045 0.226 -0.047
O 0.922 0.846 -0.968
H -0.550 -0.371 -1.492
H -0.340 -1.525 1.311

Summary:
HOMO-LUMO gap = 10.883 eV
HOMO level = -10.63 eV
molecular weight = 98.06 g mol⁻¹

***

*iii*
Below is the molecule C3H2N2O2, with properties calculated with ωB97M-V/def2-TZVPD.

Atoms and positions in Å:
O -2.262 0.515 -1.004
C -1.725 0.246 0.041
C -0.394 -0.521 0.074
O -0.331 -1.692 -0.184
N 0.681 0.270 0.573
C 1.862 0.330 -0.178
N 2.060 -0.619 0.586
H -2.171 0.493 1.027
H 2.281 0.978 -0.934

Summary:
HOMO-LUMO gap = 9.931 eV
HOMO level = -10.07 eV
molecular weight = 98.06 g mol⁻¹

***

*iv*
Below is a structure of composition C3H2N2O2, with properties calculated with ωB97M-V/def2-TZVPD.

Atoms and positions in Å:
N -2.361 -1.202 -0.016
C -1.503 -0.343 -0.003
O 1.191 -0.567 0.779
C 1.767 0.216 0.051
O 1.280 1.296 -0.543
C -0.919 0.805 0.101
N -0.254 1.823 0.126
H -2.044 -2.118 -0.308
H 2.843 0.089 -0.188

Summary:
HOMO-LUMO gap = 8.132 eV
HOMO level = -9.39 eV
molecular weight = 98.06 g mol⁻¹

***

Which of them is least stable? Easy: *ii*.

***

*i*
Below is a cluster of 2 separate species, CH4N2O2S in total, with properties calculated with ωB97M-V/def2-TZVPD.

Atoms and positions in Å:
C 0.017 -0.965 1.042
N -0.499 -1.581 -0.021
N 0.863 0.641 0.050
O 0.204 -0.933 2.203
O 1.799 1.216 1.007
S -0.366 1.658 -0.451
H -0.325 -1.268 -0.966
H -0.778 -2.520 0.182
H 2.702 1.079 0.734
H -1.254 2.012 0.622

Summary:
HOMO-LUMO gap = 8.746 eV
HOMO level = -8.32 eV
molecular weight = 108.12 g mol⁻¹

***

*ii*
Below is a cluster of 2 separate species, CH4N2O2S in total, with properties calculated with ωB97M-V/def2-TZVPD.

Atoms and positions in Å:
C -1.742 -0.151 -0.147
N -0.712 0.393 0.622
N -1.935 -0.115 -1.373
O 2.999 -1.619 0.626
O 3.093 0.622 -0.623
S 2.819 -0.172 0.540
H -2.306 -0.828 0.418
H -0.745 0.378 1.632
H -0.132 1.112 0.239
H -1.340 0.381 -1.933

Summary:
HOMO-LUMO gap = 8.443 eV
HOMO level = -9.73 eV
molecular weight = 108.12 g mol⁻¹

***

*iii*
Below is the molecule CH4N2O2S, with properties calculated with ωB97M-V/def2-TZVPD.

Atoms and positions in Å:
C 0.019 0.125 0.734
N -0.951 0.172 -0.143
N 1.123 -0.550 0.297
O 3.625 -0.759 0.450
O 2.498 1.118 -1.098
S 2.561 0.203 0.600
H 3.380 0.903 -1.339
H -1.801 0.521 0.064
H -0.879 -0.241 -1.073
H 1.241 -1.022 -0.621

Summary:
HOMO-LUMO gap = 9.741 eV
HOMO level = -9.22 eV
molecular weight = 108.12 g mol⁻¹

***

*iv*
Below is a cluster of 2 separate species, CH4N2O2S in total, with properties calculated with ωB97M-V/def2-TZVPD.

Atoms and positions in Å:
C -0.281 0.595 -0.053
N -4.389 0.562 -0.484
N -4.929 1.356 0.048
O -2.345 -0.930 0.363
O -0.213 -2.067 -0.489
S -0.648 -1.117 0.540
H 0.332 1.065 0.600
H 0.044 0.904 -0.988
H -1.232 1.090 0.309
H -2.526 -1.737 -0.133

Summary:
HOMO-LUMO gap = 10.619 eV
HOMO level = -9.74 eV
molecular weight = 108.12 g mol⁻¹

***

Which of them is least stable? Easy: *i*.

***

*i*
Below is the ion CHClO2PS with charge -1, with properties calculated with ωB97M-V/def2-TZVPD.

Atoms and positions in Å:
O -0.874 1.893 0.637
P -0.711 0.806 -0.355
O -0.881 1.000 -1.773
S -1.133 -1.244 0.203
C 0.568 -0.494 0.291
Cl 2.047 -1.557 -0.313
H 0.983 -0.404 1.311

Summary:
HOMO-LUMO gap = 8.301 eV
HOMO level = -4.82 eV
charge = -1
molecular weight = 143.51 g mol⁻¹

***

*ii*
Below is a cluster of 2 separate species, CHClO2PS in total, with properties calculated with ωB97M-V/def2-TZVPD.

Atoms and positions in Å:
C -0.367 -0.513 -0.400
O -1.868 0.439 1.721
O -3.102 -0.958 -0.068
P -1.922 -0.265 0.437
S -0.209 -1.751 -1.437
Cl -1.142 1.862 -1.383
H 0.462 0.095 -0.076

Summary:
HOMO-LUMO gap = 7.785 eV
HOMO level = -5.30 eV
charge = -1
molecular weight = 143.51 g mol⁻¹

***

Which of them is least stable? Easy: *i*.